Formula: C49H48AsB2BrF8LaN5OP
Source: the Open Molecules 2025 dataset
Level of theory: ωB97M-V/def2-TZVPD

As for the net charge: -1. As for the energy relative to the best compared isomer or geometry (same formula, charge and spin): 0.0 kcal/mol. For the LUMO energy (spin up / spin down), the calculation gives 2.3231 / 2.3237 eV.

Last column: Löwdin charge in e.
CARTESIAN COORDINATES (ANGSTROEM)
La 0.523 0.741 -0.268  1.819
F 5.961 5.961 -3.022  0.116
C 5.413 4.901 -2.425  -0.145
C 6.195 4.033 -1.687  -0.138
F 7.512 4.249 -1.588  0.112
C 5.610 2.940 -1.076  -0.223
F 6.445 2.103 -0.443  0.101
C 4.250 2.665 -1.142  -0.265
P 3.330 1.350 0.016  1.001
C 4.177 -0.124 -0.723  -0.312
C 4.783 -0.066 -1.979  -0.091
C 5.459 -1.158 -2.503  -0.078
C 5.558 -2.334 -1.780  -0.097
C 4.940 -2.419 -0.543  -0.085
C 4.243 -1.336 -0.032  -0.115
C 4.405 1.756 1.453  -0.331
C 4.209 2.996 2.057  -0.076
C 4.920 3.348 3.195  -0.078
C 5.837 2.465 3.744  -0.096
C 6.041 1.231 3.143  -0.081
C 5.325 0.875 2.010  -0.090
C 3.501 3.538 -1.926  -0.525
Br 1.657 3.246 -2.260  0.959
C 4.064 4.638 -2.556  -0.261
F 3.325 5.463 -3.306  0.067
H 4.740 0.839 -2.566  0.097
H 5.920 -1.075 -3.480  0.102
H 6.092 -3.187 -2.181  0.096
H 4.986 -3.341 0.025  0.102
H 3.750 -1.433 0.925  0.093
H 3.486 3.686 1.635  0.103
H 4.753 4.312 3.661  0.101
H 6.394 2.735 4.633  0.095
H 6.763 0.539 3.559  0.099
H 5.507 -0.086 1.551  0.097
B 1.455 0.029 -3.872  -0.468
N 1.498 -1.293 -3.077  -0.082
C 1.893 -2.481 -3.545  -0.094
C 1.813 -3.405 -2.520  -0.062
C 1.359 -2.665 -1.433  -0.149
N 1.162 -1.388 -1.775  -0.036
N 0.048 0.665 -3.698  -0.091
C -0.747 1.054 -4.700  -0.087
C -1.876 1.656 -4.168  -0.051
C -1.678 1.586 -2.792  -0.179
N -0.513 0.988 -2.515  -0.157
H 1.596 -0.223 -5.040  0.075
H 2.308 0.765 -3.444  0.035
H 2.209 -2.588 -4.569  0.115
H 2.059 -4.452 -2.553  0.087
H 1.138 -3.006 -0.438  0.086
H -0.464 0.883 -5.724  0.115
H -2.718 2.071 -4.694  0.090
H -2.313 1.952 -2.001  0.082
C 2.301 0.111 2.724  -0.211
O 2.199 0.158 1.324  -0.671
H 2.385 1.111 3.159  0.077
H 3.179 -0.467 3.039  0.076
H 1.411 -0.370 3.150  0.072
C -6.786 -1.408 -3.928  -0.057
C -5.735 -1.013 -2.925  -0.273
C -5.965 -0.005 -1.998  -0.025
C -5.013 0.341 -1.050  -0.312
C -5.332 1.453 -0.081  -0.068
C -3.790 -0.355 -0.988  -0.313
As -2.529 0.329 0.417  1.296
N -1.035 -0.687 0.627  -0.474
C -1.033 -1.995 1.079  -0.379
C 0.140 -2.542 1.631  -0.074
C 0.184 -3.845 2.094  -0.102
C -0.938 -4.662 2.036  -0.117
C -2.106 -4.141 1.498  -0.089
C -2.154 -2.841 1.028  -0.062
C -3.487 -0.165 2.151  -0.225
C -4.507 -1.096 2.383  -0.269
C -5.242 -1.891 1.327  -0.061
C -4.945 -1.342 3.688  -0.028
C -4.416 -0.694 4.783  -0.276
C -4.880 -0.976 6.187  -0.056
C -3.424 0.249 4.550  -0.023
C -2.958 0.518 3.272  -0.269
C -1.866 1.546 3.157  -0.079
C -3.512 -1.306 -1.980  -0.268
C -2.186 -2.011 -2.116  -0.057
C -4.495 -1.630 -2.913  -0.018
H -7.726 -0.893 -3.730  0.069
H -6.970 -2.483 -3.887  0.076
H -6.469 -1.166 -4.944  0.078
H -6.911 0.527 -2.017  0.110
H -6.255 1.959 -0.363  0.076
H -4.525 2.191 -0.058  0.065
H -5.440 1.067 0.935  0.068
H 1.025 -1.918 1.687  0.078
H 1.110 -4.230 2.506  0.099
H -0.903 -5.681 2.399  0.088
H -2.996 -4.759 1.443  0.097
H -3.060 -2.462 0.580  0.063
H -4.901 -1.696 0.319  0.037
H -6.309 -1.657 1.374  0.091
H -5.137 -2.960 1.527  0.083
H -5.732 -2.076 3.834  0.115
H -5.682 -1.714 6.202  0.069
H -5.244 -0.059 6.656  0.077
H -4.052 -1.349 6.792  0.079
H -2.992 0.785 5.389  0.114
H -1.650 1.997 4.124  0.085
H -2.126 2.345 2.462  0.072
H -0.954 1.071 2.808  0.051
H -1.409 -1.543 -1.525  0.017
H -1.865 -1.999 -3.160  0.088
H -2.265 -3.055 -1.804  0.088
H -4.271 -2.387 -3.660  0.122
F -0.277 4.485 1.830  0.180
B 0.397 3.575 1.069  -1.316
F 0.690 2.374 1.783  0.017
F 1.584 4.069 0.562  0.091
F -0.450 3.070 -0.019  -0.094